<one>
ORCA calculation (ωB97M-V/def2-TZVPD) on a 6-piece molecular cluster, H12O6 overall.

Structure (SMILES): O.O.O.O.O.O
HOMO energy (eV): -10.252

```
18
H12O6 ωB97M-V/def2-TZVPD
O 10.91 9.75 -4.14
H 11.61 9.41 -3.56
H 10.44 10.38 -3.59
O 10.53 8.25 -0.90
H 10.41 8.39 0.05
H 9.64 8.34 -1.29
O 5.35 7.66 -1.10
H 5.56 7.10 -0.34
H 4.52 8.10 -0.87
O 7.69 10.37 -4.42
H 8.34 10.60 -5.10
H 6.88 10.83 -4.68
O 8.13 8.39 -2.42
H 8.15 9.09 -3.10
H 7.32 8.54 -1.92
O 9.51 7.20 -4.80
H 9.20 6.98 -3.91
H 10.10 7.95 -4.65
```

=====

<two>
ORCA calculation (ωB97M-V/def2-TZVPD) on a 6-piece molecular cluster, H12O6 overall.

Structure (SMILES): O.O.O.O.O.O
HOMO energy (eV): -10.369

```
18
H12O6 ωB97M-V/def2-TZVPD
O -3.57 -16.75 4.44
H -2.75 -16.60 4.90
H -3.32 -16.82 3.53
O -1.63 -15.28 5.58
H -0.75 -15.71 5.56
H -1.65 -14.59 4.92
O -6.19 -16.09 1.95
H -7.13 -15.94 1.94
H -5.96 -16.52 2.76
O -4.17 -15.70 7.09
H -3.29 -15.70 7.34
H -4.09 -16.27 6.31
O -2.89 -16.49 1.71
H -2.61 -17.26 1.18
H -2.20 -15.88 1.69
O -4.61 -14.33 4.28
H -4.36 -15.23 4.41
H -4.54 -14.13 3.34
```

=====

Which structure loses on stability? <two> does.

=====

<one>
ORCA calculation (ωB97M-V/def2-TZVPD) on a 6-piece molecular cluster, H12O6 overall.

Structure (SMILES): O.O.O.O.O.O
HOMO energy (eV): -11.234

```
18
H12O6 ωB97M-V/def2-TZVPD
H 0.06 -0.26 0.92
H -1.31 -0.69 0.41
H -0.33 1.05 -3.32
H 0.33 2.30 -3.87
H -1.28 1.39 2.93
H -1.60 1.40 4.41
H 0.94 -2.79 -1.65
H -0.12 -2.59 -0.58
H -1.82 -2.72 2.41
H -0.46 -2.12 2.77
H 3.48 2.57 -2.07
H 1.97 2.59 -1.87
O -0.61 -0.05 0.25
O -0.49 1.80 -3.91
O -0.95 1.71 3.77
O 0.41 -3.27 -1.00
O -0.99 -2.42 2.02
O 2.77 2.12 -1.60
```

=====

<two>
ORCA calculation (ωB97M-V/def2-TZVPD) on a 6-piece molecular cluster, H12O6 overall.

Structure (SMILES): O.O.O.O.O.O
HOMO energy (eV): -10.393

```
18
H12O6 ωB97M-V/def2-TZVPD
O -1.40 1.64 3.78
H -1.47 0.92 4.42
H -0.88 1.28 3.05
O -0.29 -0.43 -0.05
H 0.42 -0.46 -0.71
H -0.19 0.43 0.40
O 1.85 -2.29 -3.39
H 1.61 -1.40 -3.07
H 1.04 -2.65 -3.76
O -0.08 2.18 1.10
H 0.30 2.95 1.53
H -0.68 2.54 0.43
O -2.15 -2.40 0.65
H -2.09 -2.45 1.61
H -1.52 -1.69 0.39
O 1.64 0.27 -2.17
H 2.59 0.38 -2.01
H 1.29 1.17 -2.17
```

=====

<three>
ORCA calculation (ωB97M-V/def2-TZVPD) on a 6-piece molecular cluster, H12O6 overall.

Structure (SMILES): O.O.O.O.O.O
HOMO energy (eV): -10.966

```
18
H12O6 ωB97M-V/def2-TZVPD
O 0.48 -0.95 0.13
H 0.43 -1.15 1.05
H 0.12 -0.07 0.05
O 0.15 -1.84 2.82
H -0.24 -0.99 2.90
H 0.54 -2.02 3.70
O -1.65 2.27 -0.68
H -1.13 1.87 -1.39
H -2.20 2.90 -1.16
O 0.04 0.76 -2.41
H 0.29 -0.19 -2.50
H 0.40 1.35 -3.06
O -1.31 0.85 1.99
H -0.85 1.48 1.40
H -2.22 0.96 1.76
O 2.28 -1.80 -1.92
H 3.08 -2.01 -1.46
H 1.78 -1.41 -1.22
```

=====

<four>
ORCA calculation (ωB97M-V/def2-TZVPD) on a 6-piece molecular cluster, H12O6 overall.

Structure (SMILES): O.O.O.O.O.O
HOMO energy (eV): -10.724

```
18
H12O6 ωB97M-V/def2-TZVPD
O 1.91 -0.11 1.70
H 1.26 -0.22 0.95
H 2.18 0.81 1.49
O 0.41 -2.48 -0.11
H -0.13 -3.27 0.00
H 1.31 -2.97 -0.04
O -1.17 2.39 -1.36
H -0.92 1.68 -0.80
H -0.99 3.28 -0.85
O -1.03 1.51 1.64
H -0.15 2.10 1.81
H -1.27 0.69 2.13
O -0.18 0.13 -0.14
H -0.19 -0.80 -0.16
H -0.67 0.40 0.57
O -0.19 -1.02 -2.64
H -0.06 -1.82 -2.10
H -0.12 -0.28 -2.09
```

=====

Which structure loses on stability? <four> does.

=====

<one>
ORCA calculation (ωB97M-V/def2-TZVPD) on a 6-piece molecular cluster, H12O6 overall.

Structure (SMILES): O.O.O.O.O.O
HOMO energy (eV): -10.247

```
18
H12O6 ωB97M-V/def2-TZVPD
H 0.29 0.01 -0.97
H -0.20 1.17 -0.13
H -0.73 3.79 4.65
H -1.37 2.59 3.97
H -1.89 -1.48 -3.68
H -0.86 -0.44 -3.26
H 0.97 1.33 1.11
H 0.67 0.36 2.24
H 2.19 -2.15 -0.30
H 1.14 -1.55 -1.22
H -0.70 -1.86 -2.09
H -0.87 -3.36 -2.28
O 0.56 0.59 -0.26
O -0.51 2.97 4.21
O -1.81 -0.60 -3.30
O 0.63 1.29 2.01
O 2.00 -1.36 -0.81
O -0.70 -2.70 -1.60
```

=====

<two>
ORCA calculation (ωB97M-V/def2-TZVPD) on a 6-piece molecular cluster, H12O6 overall.

Structure (SMILES): O.O.O.O.O.O
HOMO energy (eV): -11.433

```
18
H12O6 ωB97M-V/def2-TZVPD
H 0.76 -1.66 0.88
H 0.00 -0.68 0.00
H 1.55 2.92 1.68
H 1.89 2.86 0.19
H 2.51 1.23 -0.86
H 3.77 1.00 -0.03
H -3.44 0.09 -1.88
H -4.78 0.35 -2.55
H -0.76 -3.65 2.35
H 0.36 -3.14 1.46
H -0.53 0.89 0.02
H -1.98 0.44 -0.03
O 0.84 -1.15 0.06
O 1.33 2.45 0.87
O 3.48 1.28 -0.91
O -3.90 -0.01 -2.72
O 0.15 -3.84 2.09
O -1.22 0.62 -0.60
```

=====

<three>
ORCA calculation (ωB97M-V/def2-TZVPD) on a 6-piece molecular cluster, H12O6 overall.

Structure (SMILES): O.O.O.O.O.O
HOMO energy (eV): -11.280

```
18
H12O6 ωB97M-V/def2-TZVPD
H 0.87 -0.27 -0.72
H 1.54 -1.49 -0.36
H 2.23 2.33 -2.80
H 0.90 2.52 -3.12
H 3.19 -1.93 3.87
H 2.97 -2.48 5.13
H -0.71 3.83 -0.79
H -0.88 2.28 -0.55
H -2.46 -0.23 0.94
H -3.03 1.05 0.18
H -1.79 -2.84 -1.53
H -2.58 -3.47 -0.27
O 1.49 -0.59 0.03
O 1.76 3.03 -3.20
O 2.61 -1.80 4.63
O -0.69 2.99 -1.25
O -2.98 0.57 1.06
O -2.44 -3.50 -1.27
```

=====

Which structure loses on stability? <one> does.

=====

<one>
ORCA calculation (ωB97M-V/def2-TZVPD) on a 6-piece molecular cluster, H12O6 overall.

Structure (SMILES): O.O.O.O.O.O
HOMO energy (eV): -11.388

```
18
H12O6 ωB97M-V/def2-TZVPD
H 0.28 -0.42 -1.93
H -1.15 -0.25 -2.48
H 2.56 2.07 0.75
H 2.24 1.08 -0.50
H -0.30 0.44 2.97
H -1.35 -0.01 2.07
H 1.39 -1.01 -0.94
H 2.10 -2.43 -0.45
H -3.29 1.98 -1.96
H -4.90 2.01 -1.84
H 1.93 -2.18 2.54
H 0.52 -2.52 2.00
O -0.21 -0.23 -2.66
O 2.75 1.88 -0.13
O -0.88 0.80 2.34
O 1.38 -1.79 -0.31
O -4.06 2.52 -2.02
O 0.99 -1.93 2.55
```

=====

<two>
ORCA calculation (ωB97M-V/def2-TZVPD) on a 6-piece molecular cluster, H12O6 overall.

Structure (SMILES): O.O.O.O.O.O
HOMO energy (eV): -9.844

```
18
H12O6 ωB97M-V/def2-TZVPD
O -0.99 1.56 -2.00
H -1.80 1.78 -1.50
H -0.63 0.85 -1.49
O 1.58 -0.30 -2.78
H 2.48 -0.59 -2.74
H 1.17 -0.65 -1.98
O -0.44 -0.70 -0.51
H -0.99 -0.33 0.19
H 0.00 -1.48 -0.12
O -1.79 0.42 1.56
H -2.04 -0.32 2.10
H -1.38 0.86 2.29
O 0.75 2.60 0.08
H 1.08 1.75 0.21
H 0.61 3.04 0.92
O 0.41 -2.74 1.88
H 0.85 -3.16 2.65
H 1.13 -2.59 1.25
```

=====

Which structure loses on stability? <one> does.